Run P
Here is a 2-piece molecular cluster, C4H10NO overall from the OMol25 dataset. Energies are from ωB97M-V/def2-TZVPD.

The charge is +1. The calculation puts the lowest unoccupied orbital energy at -8.5 eV. As for the orbital gap: 5.45 eV. As for the HOMO energy: -13.9 eV.

Each line ends with the Löwdin charge.
CARTESIAN COORDINATES (ANGSTROEM)
C (0.6300, -2.0943, 0.3767)  -0.0028
C (-0.2778, -1.1075, 1.0384)  0.0523
C (-0.7808, -0.0272, 0.4077)  -0.0268
N (-0.8027, 1.3155, 0.7306)  0.0786
C (-0.0255, 2.1909, -0.1775)  -0.0107
H (1.5750, -2.1575, 0.9409)  0.1245
H (0.2254, -3.1057, 0.3615)  0.1220
H (0.9221, -1.7025, -0.6069)  0.0822
H (-0.5020, -1.1813, 2.1091)  0.1575
H (-0.6004, -0.1498, -0.7680)  0.0773
H (-0.7155, 1.4737, 1.7140)  0.1440
H (0.9715, 1.7341, -0.3737)  0.1144
H (0.0842, 3.1797, 0.2717)  0.1111
H (-0.5401, 2.0622, -1.1342)  0.0968
H (-0.2008, -0.4358, -2.8694)  0.0523
O (0.0374, 0.0054, -2.0211)  -0.1727

Run Q
Here is a 2-piece molecular cluster, C4H10NO overall from the OMol25 dataset. Energies are from ωB97M-V/def2-TZVPD.

The charge is +1. The calculation puts the lowest unoccupied orbital energy at -4.1 eV. As for the orbital gap: 9.16 eV. As for the HOMO energy: -13.3 eV.

Each line ends with the Löwdin charge.
CARTESIAN COORDINATES (ANGSTROEM)
C (-1.6951, -0.2137, 0.4364)  -0.2657
C (1.4536, 0.1603, 0.6802)  -0.0352
C (-2.8879, 0.1913, -0.3024)  -0.0057
C (1.8740, -1.1664, 0.1616)  -0.1200
N (1.7494, 1.1737, -0.2840)  0.1054
O (-0.5805, 0.1608, 0.2926)  0.0261
H (-1.9083, -0.9075, 1.2173)  0.1321
H (-3.4947, 0.6099, 0.5787)  0.1403
H (-3.4910, -0.6127, -0.5463)  0.0667
H (-2.6279, 0.9632, -1.0808)  0.1195
H (1.5276, -1.8585, 1.0127)  0.1123
H (2.9435, -1.4081, 0.0686)  0.1051
H (1.4917, -1.6058, -0.7535)  0.0831
H (1.9394, 0.9850, -1.3043)  0.1895
H (2.6451, 1.6068, -0.0355)  0.1808
H (1.0612, 1.9216, -0.1413)  0.1657

Run R
Here is an isolated ion of composition C4H10NO and charge +1 from the OMol25 dataset. Energies are from ωB97M-V/def2-TZVPD.

The charge is +1. The calculation puts the lowest unoccupied orbital energy at -3.8 eV. Its SMILES is C=C[C@H]([NH3+])OC. As for the orbital gap: 10.89 eV. As for the HOMO energy: -14.7 eV.

Each line ends with the Löwdin charge.
CARTESIAN COORDINATES (ANGSTROEM)
C (1.5960, -1.5300, -1.3711)  -0.0065
C (0.8929, -1.4392, -0.2641)  -0.0827
C (-2.1494, -0.2771, 0.9703)  -0.0641
C (0.0708, -0.0507, -0.0395)  -0.2817
N (0.9363, 1.2434, 0.0897)  0.2000
O (-0.7658, 0.0254, 1.1282)  -0.1858
H (2.0811, -2.5322, -1.7835)  0.1264
H (1.6035, -0.9401, -2.2579)  0.0538
H (0.7671, -2.2940, 0.4247)  0.1233
H (-2.6896, 0.5282, 0.5130)  0.0863
H (-2.5298, -0.3056, 2.0145)  0.1132
H (-2.3433, -1.2694, 0.5215)  0.1098
H (-0.6417, 0.0030, -0.9504)  0.1780
H (1.7594, 0.9944, 0.8025)  0.2238
H (1.3455, 1.5676, -0.8509)  0.1995
H (0.3057, 1.8722, 0.7201)  0.2067

Run S
Here is a 2-piece molecular cluster, C4H10NO overall from the OMol25 dataset. Energies are from ωB97M-V/def2-TZVPD.

The charge is +1. The calculation puts the lowest unoccupied orbital energy at -3.9 eV. As for the orbital gap: 9.01 eV. As for the HOMO energy: -12.9 eV.

Each line ends with the Löwdin charge.
CARTESIAN COORDINATES (ANGSTROEM)
C (-0.2046, 1.1519, -0.3546)  -0.0934
C (-0.3275, 1.9303, -1.6146)  -0.0645
C (-0.2050, -1.2050, 1.5924)  -0.0336
C (0.8032, -1.0422, 0.4635)  -0.1473
N (0.8155, -1.6230, -0.6920)  0.1477
O (-0.9511, 1.6035, 0.6282)  0.1081
H (-0.6769, 1.1417, -2.3765)  0.1173
H (-1.1207, 2.7245, -1.4688)  0.1034
H (0.5493, 2.4815, -1.9258)  0.0847
H (-1.1659, -1.3010, 1.2536)  0.0670
H (-0.1275, -0.5251, 2.3892)  0.0771
H (0.0728, -2.0960, 2.1618)  0.1180
H (1.7772, -0.5952, 0.8456)  0.1663
H (1.6334, -1.6183, -1.2284)  0.1166
H (-0.7937, 1.1032, 1.3674)  0.0285
H (-0.0785, -2.1308, -1.0410)  0.2043

The most stable of them is run R.

Run P
Here is an isolated ion of composition C4H10NO and charge +1 from the OMol25 dataset. Energies are from ωB97M-V/def2-TZVPD.

The charge is +1. The calculation puts the lowest unoccupied orbital energy (spin up / spin down) at -4.2 / -3.9 eV. As for the orbital gap (spin up / spin down): 7.96 / 8.67 eV. As for the HOMO energy (spin up / spin down): -12.2 / -12.5 eV.

Each line ends with the Löwdin charge.
CARTESIAN COORDINATES (ANGSTROEM)
C (-2.0642, -0.8179, 0.4043)  0.0269
C (-0.3378, 0.5925, -0.4558)  -0.3141
C (0.1741, 1.9716, -0.0392)  -0.0094
C (1.3099, -1.0569, 0.3957)  -0.0183
N (0.6305, -0.4577, -0.7462)  0.0045
O (-1.4792, 0.2490, 0.1434)  0.0022
H (-3.0383, -0.7814, 0.9024)  0.1145
H (-1.6725, -1.7663, -0.0517)  0.1060
H (-0.7518, 2.7625, 0.1065)  0.1690
H (0.7233, 2.3767, -0.8089)  0.0367
H (0.8367, 2.0504, 0.8194)  0.0745
H (1.2444, -0.2827, 1.1439)  0.0915
H (0.6906, -1.9474, 0.7582)  0.1253
H (2.4181, -1.3163, 0.2104)  0.1450
H (0.0473, -1.3214, -1.2278)  0.2392
H (1.2689, -0.2546, -1.5545)  0.2065

Run Q
Here is an isolated ion of composition C4H10NO and charge +1 from the OMol25 dataset. Energies are from ωB97M-V/def2-TZVPD.

The charge is +1. The calculation puts the lowest unoccupied orbital energy (spin up / spin down) at -4.9 / -4.0 eV. As for the orbital gap (spin up / spin down): 6.57 / 8.67 eV. As for the HOMO energy (spin up / spin down): -11.5 / -12.7 eV.

Each line ends with the Löwdin charge.
CARTESIAN COORDINATES (ANGSTROEM)
C (-0.6066, 0.7626, -0.3832)  -0.2491
C (0.1706, 1.7275, 0.4668)  -0.0947
C (-0.0154, -0.6371, -0.4271)  -0.0409
C (1.6710, -2.0186, -1.6312)  0.0105
N (-0.2132, 1.8544, 1.9195)  0.1517
O (0.5282, -1.1125, -1.5348)  -0.0545
H (-1.6272, 0.5770, -0.1409)  0.1116
H (-0.7596, 1.2033, -1.3926)  0.1383
H (1.2386, 1.4963, 0.4198)  0.0841
H (0.2588, -0.8301, 0.6963)  0.1629
H (1.2933, -2.7435, -2.4098)  0.1227
H (1.7365, -2.7570, -0.8217)  0.1032
H (2.5400, -1.4843, -1.8960)  0.0870
H (0.5719, 1.8837, 2.5823)  0.1724
H (-0.6804, 1.0889, 2.3127)  0.1267
H (-0.7329, 2.7314, 1.8504)  0.1680

Run R
Here is an isolated ion of composition C4H10NO and charge +1 from the OMol25 dataset. Energies are from ωB97M-V/def2-TZVPD.

The charge is +1. The calculation puts the lowest unoccupied orbital energy at -4.2 eV. Its SMILES is CC[C@H]([NH3+])C=O. As for the orbital gap: 10.41 eV. As for the HOMO energy: -14.6 eV.

Each line ends with the Löwdin charge.
CARTESIAN COORDINATES (ANGSTROEM)
O (1.8427, -1.5099, -0.1888)  0.1123
C (0.8733, -1.0759, -0.7649)  -0.1900
C (0.3880, 0.2393, -0.1664)  -0.2421
C (-0.5124, -0.1067, 1.0185)  -0.1856
C (-1.6467, 0.8966, 1.3928)  -0.0755
N (-0.3370, 1.0335, -1.2475)  0.2169
H (0.2673, -1.8053, -1.3184)  0.1497
H (1.2020, 0.8718, 0.1866)  0.1688
H (0.1854, -0.2470, 1.8423)  0.1322
H (-1.1199, -1.0349, 0.8841)  0.1369
H (-1.2437, 1.9137, 1.3809)  0.0770
H (-2.4497, 0.9085, 0.6341)  0.0787
H (-2.0458, 0.5943, 2.3508)  0.0871
H (-1.2098, 0.5848, -1.5456)  0.1750
H (0.1899, 1.0920, -2.1305)  0.1801
H (-0.5904, 2.0202, -1.1192)  0.1784

The most stable of them is run R.

Run P
Here is a 7-piece molecular cluster, C6H27NO6S overall from the OMol25 dataset. Energies are from ωB97M-V/def2-TZVPD.

The charge is 0. The calculation puts the lowest unoccupied orbital energy at 0.0 eV. Its SMILES is CCCCNCCS.O.O.O.O.O.O. As for the orbital gap: 8.94 eV. As for the HOMO energy: -8.9 eV.

Each line ends with the Löwdin charge.
CARTESIAN COORDINATES (ANGSTROEM)
C (1.6688, 1.2643, -0.2699)  -0.1452
N (0.3323, 1.2413, 0.5110)  -0.1047
C (0.1160, 0.3616, 1.6880)  -0.2734
C (1.1791, 0.7473, 2.6983)  -0.5623
S (2.2958, -0.5330, 3.4732)  0.6584
C (1.3762, 1.3986, -1.8513)  -0.1366
C (2.7323, -0.8557, -2.3393)  -0.1068
C (1.3593, -0.1050, -2.4265)  -0.2553
H (2.1550, 2.2021, 0.0692)  0.0934
H (2.2800, 0.3258, -0.2390)  0.1092
H (-0.3864, 1.1020, -0.1345)  0.0560
H (-0.7693, 0.7552, 2.1752)  0.0990
H (-0.0444, -0.7767, 1.4186)  0.1404
H (1.8882, 1.5831, 2.2622)  0.0731
H (0.6786, 1.2536, 3.5880)  0.0851
H (1.7102, -0.7746, 4.6378)  -0.1798
H (2.2431, 1.9134, -2.3516)  0.1126
H (0.6145, 1.9204, -2.1876)  0.0288
H (3.0344, -1.5074, -3.2319)  0.0924
H (3.4686, 0.0341, -2.1988)  0.0994
H (2.7965, -1.4704, -1.5518)  -0.0007
H (1.0554, -0.2729, -3.4509)  0.0810
H (0.5404, -0.6314, -1.9322)  0.0589
H (-0.9125, -3.4619, -0.2173)  0.0802
H (-1.7266, -3.6772, -1.6492)  0.1083
O (-1.7994, -3.6781, -0.6218)  -0.1094
H (-2.5223, 2.3586, -1.8560)  -0.0446
H (-3.9670, 1.7131, -1.5759)  0.1213
O (-2.9792, 1.6438, -1.7353)  0.0145
H (-1.4075, -0.4957, -3.3518)  0.0205
H (-2.2454, 0.0983, -2.1578)  0.0328
O (-1.4312, -0.4432, -2.4153)  -0.0895
H (-3.0389, -2.8619, 0.4748)  0.0036
H (-2.9884, -1.3749, 0.4679)  0.0434
O (-3.3107, -2.1075, 1.0263)  -0.0783
H (-1.9953, -1.6986, 3.7291)  -0.0176
H (-2.5332, -2.7960, 2.7575)  -0.0645
O (-1.9852, -2.5386, 3.4068)  0.0195
H (0.7985, 3.1521, 1.0380)  0.0653
H (1.2593, 3.3484, 2.4039)  0.0084
O (0.4603, 3.6434, 1.9198)  -0.1368

Run Q
Here is a 7-piece molecular cluster, C6H27NO6S overall from the OMol25 dataset. Energies are from ωB97M-V/def2-TZVPD.

The charge is 0. The calculation puts the lowest unoccupied orbital energy at 0.2 eV. Its SMILES is CCN[C@H](C)CCS.O.O.O.O.O.O. As for the orbital gap: 9.11 eV. As for the HOMO energy: -8.9 eV.

Each line ends with the Löwdin charge.
CARTESIAN COORDINATES (ANGSTROEM)
C (-1.2120, -1.2678, 2.5140)  -0.2371
N (-0.3458, -0.0314, 2.3646)  -0.0313
C (0.7075, -0.0617, 1.3468)  -0.4628
C (0.7308, 1.2615, 0.6760)  -0.2285
C (-0.5699, 1.7312, -0.0481)  -0.6252
S (-0.7396, 3.4248, -0.4631)  0.7568
C (2.0453, -0.5700, 1.8223)  -0.0536
C (-1.8679, -1.6389, 1.1806)  -0.1014
H (-0.6256, -2.1307, 2.8821)  0.1016
H (-2.0644, -1.1784, 3.2145)  0.1086
H (-0.1122, 0.3520, 3.2684)  0.1176
H (0.3462, -0.7303, 0.5275)  0.1117
H (0.8960, 2.0603, 1.4437)  0.1181
H (1.5130, 1.4548, -0.0905)  0.0922
H (-0.6995, 1.0626, -0.9148)  0.0680
H (-1.4473, 1.3446, 0.5000)  0.0498
H (-0.1150, 3.3842, -1.6358)  -0.1697
H (2.4187, 0.1501, 2.5710)  0.0832
H (1.9328, -1.4821, 2.4347)  0.0794
H (2.7936, -0.6720, 1.0035)  0.0956
H (-2.2940, -2.6412, 1.2281)  0.0779
H (-1.1192, -1.6496, 0.3930)  0.0341
H (-2.5544, -0.9000, 0.7441)  0.0797
H (0.1253, 1.8952, -3.9103)  0.0084
H (-1.1734, 1.6978, -3.2597)  0.0168
O (-0.7944, 1.7258, -4.1518)  -0.0626
H (1.0347, -4.3272, 0.1805)  0.0497
H (1.0310, -2.8418, 0.2147)  0.0043
O (1.2312, -3.5664, -0.3966)  -0.0605
H (-2.6518, 0.7780, 2.6185)  -0.0150
H (-2.4922, 2.2746, 2.7163)  0.0290
O (-2.9177, 1.5324, 3.1527)  -0.0562
H (2.3164, 2.9140, -1.5821)  0.0430
H (2.0228, 1.5298, -2.1811)  0.0036
O (1.9552, 2.4772, -2.3589)  -0.0689
H (1.3535, -1.4529, -2.5297)  0.0181
H (2.5439, -0.4876, -3.1130)  0.0511
O (1.9918, -0.7525, -2.3660)  -0.0541
H (-1.5509, -2.0226, -2.9007)  0.0476
H (-0.5953, -1.4173, -3.9612)  0.0390
O (-1.0471, -1.2286, -3.1339)  -0.0581

The most stable of them is run Q.